Record 1
Density functional theory data (ωB97M-V/def2-TZVPD) for C42H35BMoN9O2 as an isolated structure in a non-equilibrium geometry.

HOMO energy (spin up / spin down) = -0.599 / -0.599 Ha
F_max = 1.87 eV/Å
LUMO energy (spin up / spin down) = -11.341 / -11.303 eV
Charge = +3
Kohn-Sham gap (spin up / spin down) = 5.0 / 5.0 eV
Spin multiplicity = 1

```
90
Properties=species:S:1:pos:R:3:forces:R:3:mulliken_charge:R:1
Mo 0.1953 -0.2026 -0.1852 0.9915 1.2194 -1.0189 -0.66
O -0.6839 -7.2191 1.6730 0.0541 0.0485 -0.0997 -0.58
O 0.1622 -7.9587 -0.1715 -0.1084 0.0866 0.1519 -0.55
N -0.1116 1.9667 0.0107 0.1277 -1.4028 -0.0559 1.45
N 0.0094 0.3279 -2.1502 -0.3917 -0.0087 0.3222 1.50
N 1.1975 -1.8966 -1.1556 -0.0553 -0.1832 0.0872 1.61
N 2.6361 1.3374 -1.0190 0.2964 -0.0068 -0.4129 0.00
N 2.1342 0.4410 -0.1330 -0.3850 -0.0270 0.4248 1.46
N 0.6427 2.7587 -0.8211 0.2171 0.3338 -0.2355 -0.21
N -0.1622 -7.0802 0.5873 0.0777 0.0114 -0.0751 0.99
N 0.8165 1.2410 -2.7444 0.3810 -0.0193 -0.3393 -0.06
N -0.5781 -2.0914 0.7263 0.1425 -0.0795 -0.0281 1.71
C 4.8387 2.3238 -1.6521 -0.0429 0.1840 -0.0365 -1.42
C 1.0421 -5.5726 -0.8588 -0.1198 -0.2651 0.1368 -0.75
C 2.3887 -4.1214 -2.3762 -0.0368 0.1142 0.0230 -0.83
C -0.7425 -0.2587 -3.1085 0.0604 0.1503 -0.2205 -0.25
C 1.2776 2.1361 -5.0284 0.0295 0.1985 0.0382 -1.42
C 2.8898 -0.9725 1.6890 -0.1118 -0.0778 0.2178 0.67
C -0.0811 -3.2701 0.2623 -0.1385 -0.3578 0.1759 0.06
C 4.3396 0.5109 0.1320 -0.1644 -0.0506 0.1117 -1.44
C -0.4689 -4.5306 0.7577 0.0850 0.1139 -0.0846 0.72
C 0.5962 1.2326 -4.0695 -0.0468 -0.2577 0.0355 0.83
C -1.4301 -4.5456 1.7903 -0.0853 0.2675 0.0732 -0.63
C -3.4851 2.8952 3.4595 -0.1005 0.0061 0.1026 -0.86
C 0.1451 -5.6839 0.1452 0.1592 0.0188 -0.1984 -0.43
C -1.7553 -1.2299 -2.7241 -0.2273 -0.0934 0.1295 0.59
C 2.7139 -2.8384 -2.7533 0.0388 -0.1295 0.0069 -1.45
C 1.4144 -1.6687 3.4718 -0.1051 -0.0786 0.0213 -0.52
C 3.8088 -1.9461 2.0733 -0.0670 0.0430 -0.1698 -1.01
C 3.1620 -0.0481 0.5988 0.2504 0.1169 -0.0791 -0.23
C -2.3945 -1.0736 -1.4902 0.0088 0.3429 0.0030 0.28
C 2.3204 -2.6572 3.8267 -0.0122 -0.0161 0.0090 -0.73
C -2.0581 1.0424 2.0164 0.2458 0.2285 -0.2909 2.13
C -3.6846 1.5426 3.6917 0.0291 0.0158 -0.0324 -1.04
C 2.1056 -1.7598 -2.1194 0.1004 0.2013 -0.1708 -0.55
C -3.1202 -3.1589 -3.1668 -0.0072 -0.0358 0.0051 -0.81
C -2.1370 -2.2695 -3.5687 0.1646 0.0595 0.0609 -1.03
C -0.3739 0.2616 -4.3375 -0.0536 -0.0205 0.1744 -1.47
C -1.9202 -3.3463 2.2529 0.0488 -0.2501 -0.0545 -1.10
C -2.9637 0.6055 2.9616 -0.0449 -0.0347 0.0479 -0.94
C -1.8403 2.3933 1.7708 -0.1955 -0.2663 0.2020 0.61
C -3.7434 -3.0052 -1.9327 -0.0142 -0.0006 0.0392 -0.76
C -0.8769 2.8118 0.7592 -0.2050 0.7713 0.1818 -0.31
C 3.9689 1.4106 -0.8715 -0.0502 -0.2365 0.0288 0.84
C 1.6940 -0.8342 2.4003 -0.0822 0.3691 -0.0174 0.17
C 1.0037 5.1833 -1.3312 0.0474 -0.0341 -0.0424 -1.49
C 1.4457 -4.2985 -1.3507 -0.1325 0.3148 0.1586 0.86
C -2.5733 3.3232 2.5100 0.1467 -0.0025 -0.1376 -1.11
C -3.3900 -1.9547 -1.0979 -0.0366 -0.0867 0.0876 -0.48
C -0.5914 4.1191 0.3941 -0.1649 -0.2534 0.1841 -1.57
C 0.3683 4.0551 -0.6047 -0.1176 -0.2037 0.1363 0.63
C -1.4774 -2.1526 1.7035 -0.1018 0.1394 0.1247 -0.34
C 0.8783 -3.1563 -0.7752 0.0824 -0.2318 -0.0862 -1.45
C 3.5170 -2.7921 3.1304 0.0016 -0.0366 0.0221 -0.86
B 1.6425 2.1798 -1.8431 -0.2124 -0.1195 0.2289 -0.68
H 5.8826 2.1067 -1.4431 0.0050 -0.0167 -0.0219 0.44
H -4.5331 -3.6823 -1.6361 -0.0016 -0.0132 -0.0215 0.51
H 4.7467 -2.0324 1.5399 0.0137 -0.0620 0.0054 0.52
H 0.9521 3.1677 -4.8806 -0.0056 -0.0088 -0.0105 0.28
H 0.6032 6.1230 -0.9614 -0.0034 0.0070 -0.0009 0.43
H 5.3359 0.3400 0.5030 0.0029 0.0205 0.0176 0.63
H 3.4399 -2.6543 -3.5324 -0.0085 0.0354 0.0027 0.54
H -3.4135 -3.9666 -3.8239 -0.0204 0.0089 0.0002 0.49
H 1.0265 1.8498 -6.0460 0.0225 -0.0140 -0.0056 0.44
H -4.0495 3.6231 4.0263 0.0172 0.0145 -0.0114 0.45
H 2.0841 5.1886 -1.1850 0.0003 -0.0060 -0.0036 0.31
H -4.3978 1.2122 4.4338 -0.0127 0.0290 0.0092 0.46
H -1.6607 -2.3733 -4.5351 -0.0024 -0.0572 -0.0094 0.53
H -0.7880 0.0172 -5.3009 -0.0085 0.0181 -0.0065 0.62
H -2.6531 -3.3219 3.0474 -0.0076 0.0146 -0.0058 0.60
H 4.6508 3.3628 -1.3744 0.0074 -0.0079 0.0073 0.28
H -3.1355 -0.4472 3.1511 -0.0649 0.0671 0.0417 0.60
H 0.8088 5.1231 -2.4023 0.0021 -0.0040 -0.0002 0.31
H 2.8455 -4.9803 -2.8521 0.0098 -0.0018 0.0001 0.61
H 0.5186 -1.5281 4.0632 -0.0201 0.0365 -0.0208 0.58
H -1.4680 0.3505 1.4021 -0.3089 0.0620 0.2909 0.21
H -1.8843 -1.2313 2.0845 0.1952 -0.1838 -0.1286 -0.31
H -2.4362 4.3829 2.3500 -0.0073 0.0187 0.0123 0.40
H 1.4605 -6.4739 -1.2875 -0.0033 -0.0089 -0.0031 0.65
H -2.2364 -0.1417 -0.9174 -0.1162 -0.2031 -0.0814 0.67
H -1.7702 -5.4733 2.2184 0.0146 -0.0841 -0.0307 0.70
H 2.3603 2.1149 -4.9084 -0.0017 -0.0373 -0.0087 0.30
H 4.2313 -3.5495 3.4241 0.0008 0.0113 0.0183 0.49
H 1.0653 0.0596 2.2290 0.0985 -0.2268 0.0987 0.67
H 2.3697 -0.7530 -2.4154 -0.0637 0.0153 0.0469 0.45
H 4.6632 2.2355 -2.7239 0.0094 -0.0363 0.0029 0.29
H 2.1898 3.0184 -2.4672 0.0428 0.0810 -0.0490 0.02
H -3.9268 -1.8049 -0.1694 0.0177 0.0326 0.0058 0.60
H -1.0262 5.0157 0.7973 0.0012 0.0214 -0.0077 0.63
H 2.1091 -3.2982 4.6720 0.0264 -0.0109 0.0010 0.51
```
Forces are in eV/Å.


Record 2
Density functional theory data (ωB97M-V/def2-TZVPD) for one molecule with the formula C6H12O in a non-equilibrium geometry.

HOMO energy (spin up / spin down) = -0.280 / -0.215 Ha
F_max = 2.09 eV/Å
LUMO energy (spin up / spin down) = 0.683 / 0.163 eV
Charge = 0
Kohn-Sham gap (spin up / spin down) = 8.3 / 6.0 eV
Spin multiplicity = 1

```
19
Properties=species:S:1:pos:R:3:forces:R:3:mulliken_charge:R:1
O 1.4844 1.1150 1.7539 0.4590 0.3970 1.0484 -0.50
C -1.0099 0.8473 0.1470 -1.0548 0.2809 -1.7881 -0.63
C -1.5472 -0.8156 -1.3572 0.5636 -1.4446 0.2648 -1.06
C 1.1318 0.5556 0.5920 0.8382 -1.1105 -0.3753 0.50
C -1.3856 -0.6324 0.1364 0.0628 -0.0370 0.4125 -0.37
C 0.3733 1.3401 -0.3441 -0.7546 -0.2400 0.2728 -0.55
C 1.6551 -0.7851 0.2218 0.1672 0.2139 -0.1705 -1.36
H -1.3495 1.4263 1.0128 -0.1075 -0.1031 -0.2829 0.42
H 1.8130 0.4362 2.3607 -0.0767 0.1941 -0.1446 0.33
H 0.5437 1.0818 -1.3948 0.0589 0.0750 0.1822 0.28
H -2.3735 -0.6893 0.6076 0.1162 -0.0236 -0.0845 0.30
H 1.8737 -1.4144 1.0931 -0.0647 0.0622 -0.1004 0.45
H 0.4556 2.4163 -0.1828 0.0011 -0.1060 -0.0860 0.34
H -2.1764 -1.6399 -1.7081 -0.1174 0.3599 -0.0337 0.31
H 0.9488 -1.3078 -0.4386 0.2221 0.0568 0.1612 0.30
H -0.6078 -0.7719 -1.9228 -0.3099 0.2491 0.0367 0.22
H -0.7376 -1.3120 0.7220 -0.1377 0.0634 -0.3462 0.35
H -1.6769 0.8064 -0.9470 0.0909 1.2919 1.0062 0.35
H 2.5851 -0.6566 -0.3520 0.0431 -0.1793 0.0274 0.31
```
Forces are in eV/Å.


Record 3
Density functional theory data (ωB97M-V/def2-TZVPD) for one molecule with the formula CH3Br2PS in a non-equilibrium geometry.

HOMO energy = -0.336 Ha
F_max = 4.64 eV/Å
LUMO energy = 0.043 eV
Charge = 0
Kohn-Sham gap = 9.2 eV
Spin multiplicity = 1

```
8
Properties=species:S:1:pos:R:3:forces:R:3:mulliken_charge:R:1
Br 1.9665 -2.1480 -0.0666 -0.0243 0.0209 0.0368 -0.15
Br 3.2696 1.0139 -0.0857 0.2768 0.2413 0.2055 -0.15
S 0.2062 0.6966 0.6275 -0.9473 0.5241 1.1821 -0.03
P 1.4869 -0.0533 -0.7725 -0.1840 -0.7207 -1.0148 0.23
C -1.5127 0.2093 0.0708 0.5106 0.0836 4.6144 -0.78
H -1.3557 -0.2379 -0.8200 -0.4115 -0.8400 -3.3295 0.33
H -1.9254 -0.5580 0.7846 0.7421 0.5301 -0.6591 0.28
H -2.1355 1.0775 0.2619 0.0375 0.1608 -1.0353 0.28
```
Forces are in eV/Å.


Record 4
Density functional theory data (ωB97M-V/def2-TZVPD) for one molecule with the formula C8H8BrNO2 in a non-equilibrium geometry.

HOMO energy = -0.308 Ha
F_max = 3.52 eV/Å
LUMO energy = 0.298 eV
Charge = 0
Kohn-Sham gap = 8.7 eV
Spin multiplicity = 1

```
20
Properties=species:S:1:pos:R:3:forces:R:3:mulliken_charge:R:1
Br -2.3993 1.4760 0.1672 0.1958 0.3176 0.0512 0.00
O -2.6142 -1.2870 0.0454 -0.1797 -0.0231 0.0971 -0.33
O -0.4871 -1.9880 -0.2637 0.0180 -0.2913 0.0590 -0.56
N -0.9785 0.3230 -0.0810 -1.2203 -3.2982 0.1631 -0.16
C 0.6824 2.0317 -0.4638 0.0062 -0.0420 -0.0161 -0.45
C -3.1253 -2.6107 -0.0907 -0.0040 -0.4828 -0.0120 -0.70
C 1.9993 2.4533 -0.4414 -0.0183 -0.0177 0.0345 -0.53
C 2.6507 0.3874 0.5716 -0.0035 0.0784 -0.0064 -0.58
C 2.9908 1.6274 0.0598 0.1191 0.0450 0.0186 -0.48
C 0.3465 0.7720 0.0220 0.2861 0.2613 0.0102 0.68
C -1.3101 -1.1433 -0.0823 0.7419 3.2362 -0.3807 0.70
C 1.3356 -0.0368 0.5764 -0.0112 -0.0332 0.0498 -0.26
H -3.5565 -2.9161 0.8628 0.0136 0.0615 -0.0757 0.24
H 3.4116 -0.2620 0.9780 0.0725 -0.0336 0.0571 0.36
H -3.8923 -2.5944 -0.8629 0.0191 0.0402 0.0626 0.25
H 2.2472 3.4298 -0.8278 0.0357 0.1079 -0.0324 0.36
H -2.3215 -3.2919 -0.3693 -0.1165 0.0263 0.0175 0.35
H -0.0886 2.6786 -0.8536 -0.0452 0.0207 -0.0754 0.34
H 1.0897 -1.0003 0.9874 -0.0160 -0.0257 -0.0046 0.40
H 4.0198 1.9511 0.0661 0.1065 0.0524 -0.0173 0.38
```
Forces are in eV/Å.